This record from OMol25 describes a 2-piece molecular cluster, C4H6O2 overall in a non-equilibrium geometry. The level of theory is the ωB97M-V functional and the def2-TZVPD basis.

Last column: Mulliken charge in e.
Geometry (Å):
C (-2.28, 1.21, 0.28)  0.08
C (-1.61, 0.23, 0.17)  -0.27
C (-0.68, -0.88, -0.02)  -0.29
O (-0.28, -1.10, -1.29)  -0.53
H (-2.81, 2.12, 0.34)  0.41
H (0.34, -0.50, 0.57)  -0.04
H (-1.04, -1.79, 0.47)  0.30
H (0.66, -0.59, -1.42)  0.43
C (1.83, 0.26, 0.27)  -0.17
O (1.90, 0.04, -0.96)  -0.50
H (1.41, 1.20, 0.64)  0.31
H (2.56, -0.19, 0.95)  0.28

Its LUMO energy is -0.35 eV. The net charge is 0. The value obtained for the electronic energy is -8335.940 eV. As for the HOMO-LUMO gap: 9.87 eV.